{"formula": "C24H36FMnO12", "method": "wB97M-V/def2-TZVPD", "species": ["Mn", "F", "O", "O", "O", "O", "O", "O", "O", "O", "O", "O", "O", "O", "C", "C", "C", "C", "C", "C", "C", "C", "C", "C", "C", "C", "C", "C", "C", "C", "C", "C", "C", "C", "C", "C", "C", "C", "H", "H", "H", "H", "H", "H", "H", "H", "H", "H", "H", "H", "H", "H", "H", "H", "H", "H", "H", "H", "H", "H", "H", "H", "H", "H", "H", "H", "H", "H", "H", "H", "H", "H", "H", "H"], "positions_angstrom": [[1.577, -0.961, 1.746], [0.506, -0.529, 0.054], [4.395, 4.240, -1.395], [-1.528, -3.917, 2.793], [0.149, -2.684, 1.977], [-2.767, 4.074, -3.685], [0.077, -0.010, 3.070], [1.525, -4.044, -3.569], [-1.726, 0.914, 3.967], [2.559, 3.000, -2.099], [2.080, 4.261, 4.376], [0.172, 3.757, 3.321], [-2.168, 1.908, -3.343], [0.220, -4.764, -1.946], [1.625, -3.035, -4.525], [0.048, -5.090, 1.448], [1.488, 3.951, 3.326], [2.091, 3.728, 1.931], [3.848, 3.161, -1.601], [4.388, 1.781, -1.237], [2.121, 1.663, -2.060], [0.527, -3.901, -2.758], [-0.435, -3.772, 2.006], [-3.328, 0.603, 2.316], [0.876, -1.843, -3.920], [-1.491, 1.208, -2.287], [-1.141, 0.131, 3.039], [-3.163, 0.952, 3.780], [3.434, 0.850, -1.979], [-2.173, 3.294, -1.457], [-1.981, 1.835, -1.043], [0.908, 3.179, 1.151], [-0.348, 3.443, 2.001], [-2.451, 3.149, -2.939], [-2.003, -5.222, 2.696], [-2.194, -0.414, 2.073], [-0.069, -2.520, -2.900], [-0.738, -6.042, 2.331], [1.493, -1.092, -3.428], [-1.252, 3.874, -1.399], [-1.707, 0.139, -2.290], [-3.048, 1.414, 1.643], [4.240, 1.728, -0.158], [0.921, 3.563, 0.131], [0.948, 2.106, 0.965], [-2.445, -1.403, 2.455], [-0.035, -2.078, -1.904], [-0.123, -5.099, 0.372], [-3.577, 1.941, 3.976], [0.399, -1.191, -4.651], [-2.834, 3.831, -0.776], [-1.013, -6.976, 1.841], [1.247, -3.353, -5.496], [-1.817, -0.430, 1.051], [2.459, 4.676, 1.537], [3.778, 0.613, -2.986], [-2.953, 1.460, -0.725], [-3.565, 0.159, 4.411], [-2.870, -5.245, 2.035], [-1.005, 2.578, 1.916], [-0.402, 1.167, -2.276], [-4.318, 0.199, 2.104], [-1.259, 1.684, -0.241], [-2.403, -5.605, 3.635], [1.564, 1.430, -2.967], [-0.916, 4.310, 1.664], [3.313, -0.108, -1.475], [2.629, -2.617, -4.601], [-1.058, -2.560, -3.355], [2.836, 2.939, 2.029], [1.497, 1.468, -1.188], [1.095, -5.208, 1.728], [5.438, 1.604, -1.471], [-0.166, -6.255, 3.234]], "s_squared": 12.00, "lumo_ha": [0.004, 0.002], "charge": 0, "multiplicity": 7, "homo_lumo_gap_ev": [6.209, 9.958], "total_energy_ha": -3089.87089}

{"formula": "C3H3N3O", "method": "wB97M-V/def2-TZVPD", "species": ["O", "N", "N", "N", "C", "C", "C", "H", "H", "H"], "positions_angstrom": [[1.841, 0.534, 1.387], [-1.755, -0.094, -1.044], [-1.998, 0.475, 0.134], [0.172, -0.228, 0.001], [-0.921, 0.596, 0.700], [1.541, -0.262, 0.467], [-0.512, -0.433, -1.208], [-0.060, -1.113, -2.011], [2.255, -0.535, -0.200], [-0.564, 1.061, 1.774]], "relative_energy_kcal_mol": 68.2, "smiles": "O=Cn1cnnc1", "lumo_ha": -0.018, "charge": 0, "homo_lumo_gap_ev": 9.738, "total_energy_ha": -355.53118}